{
  "formula": "C6H10N",
  "method": "ωB97M-V/def2-TZVPD",
  "max_force_ev_per_a": 5.215,
  "e_homo_ev": -12.91,
  "relative_energy_kj_mol": 403.3,
  "orbital_gap_ev": 8.18,
  "charge": 1,
  "e_tot_ev": -7862.168,
  "symbols": ["C", "C", "C", "C", "C", "C", "N", "H", "H", "H", "H", "H", "H", "H", "H", "H", "H"],
  "positions_angstrom": [[-0.3589, 1.7783, 0.0097], [1.0933, 1.2602, -0.1729], [-1.6878, -0.2440, 0.5647], [1.1345, -0.2226, -0.1715], [-2.3387, -1.2289, -0.4419], [2.4523, -0.8687, 0.0625], [-1.2565, 0.9792, 0.2789], [-0.7824, 2.8078, 0.0061], [1.3735, 1.6572, -1.1294], [1.7325, 1.7635, 0.6150], [-1.9444, -0.4661, 1.6330], [-2.0233, -1.0756, -1.4376], [-3.4037, -1.0617, -0.5124], [-2.2840, -2.2483, -0.0344], [2.4160, -1.9076, -0.0935], [2.4691, -0.4037, 1.1528], [3.4084, -0.5192, -0.3293]],
  "forces_ev_per_a": [[0.03, 0.97, 0.36], [-0.41, 0.43, 1.31], [-0.70, 1.53, -1.20], [1.22, -0.08, 0.36], [0.28, 0.86, 1.78], [-1.04, 2.61, 0.63], [-2.28, -4.53, 1.22], [1.27, -0.28, -0.51], [0.65, 0.15, -0.76], [-0.54, -0.42, -0.86], [0.88, 0.38, -0.81], [0.94, -0.21, -0.93], [-0.57, 0.49, 0.50], [0.52, 0.33, -0.37], [-0.11, -1.35, 0.70], [-0.04, -1.55, -1.16], [-0.11, 0.68, -0.28]],
  "nbo_charge": [0.237, -0.659, 0.300, 0.187, -0.679, -0.739, -0.298, 0.253, 0.295, 0.276, 0.245, 0.251, 0.272, 0.267, 0.246, 0.294, 0.252]
}

***

{
  "formula": "C50H48B3F17NO16P",
  "method": "ωB97M-V/def2-TZVPD",
  "max_force_ev_per_a": 1.494,
  "e_homo_ev": -9.27,
  "relative_energy_kj_mol": 0.0,
  "orbital_gap_ev": 7.56,
  "e_tot_ev": -144398.053,
  "symbols": ["C", "C", "O", "P", "O", "C", "C", "C", "B", "O", "B", "C", "C", "C", "C", "C", "N", "O", "B", "C", "F", "F", "C", "F", "F", "C", "F", "F", "C", "F", "F", "C", "F", "F", "C", "F", "F", "C", "F", "F", "C", "F", "F", "F", "O", "O", "C", "C", "H", "H", "H", "H", "H", "H", "H", "H", "H", "H", "H", "H", "H", "H", "H", "H", "H", "H", "H", "H", "H", "H", "H", "H", "H", "H", "H", "H", "O", "C", "C", "C", "C", "O", "C", "C", "H", "H", "H", "H", "O", "C", "C", "C", "C", "O", "C", "C", "H", "H", "H", "H", "O", "C", "C", "C", "C", "O", "C", "C", "H", "H", "H", "H", "O", "C", "C", "C", "C", "O", "C", "C", "H", "H", "H", "H", "O", "C", "C", "C", "C", "O", "C", "C", "H", "H", "H", "H"],
  "positions_angstrom": [[-0.2927, -5.0264, 2.3188], [-1.7977, -4.7751, 2.1913], [-2.2435, -5.1926, 0.8796], [-3.5409, -6.1251, 0.7536], [-3.2968, -7.5459, 1.0766], [-4.0825, -5.8790, -0.9531], [-3.4130, -4.7684, -1.7857], [-4.3047, -3.5359, -2.0424], [-3.5377, -2.3811, -2.7576], [-3.8888, -1.0363, -2.5818], [-2.8501, -0.1153, -2.5076], [-2.9925, 1.2225, -1.7228], [-2.3221, 1.1477, -0.3401], [-2.7164, 2.3064, 0.5692], [-4.2238, 2.4633, 0.8459], [-4.9873, 1.1880, 1.2410], [-6.1534, 0.9186, 0.3725], [-1.6336, -0.4371, -3.1330], [-1.3895, -1.7626, -3.3584], [0.1043, -2.3802, -3.3637], [0.0910, -3.7052, -3.0009], [0.5908, -2.2920, -4.6631], [1.1629, -1.6559, -2.4850], [1.1264, -0.3242, -2.7418], [2.4075, -2.1200, -2.8154], [0.9057, -1.9322, -0.9610], [-0.4343, -2.2195, -0.8425], [1.6321, -3.0216, -0.5627], [1.2320, -0.7817, 0.0634], [0.3385, -0.9246, 1.0954], [1.0467, 0.4385, -0.4915], [2.6453, -0.8245, 0.7604], [2.6763, -1.8432, 1.6649], [2.7282, 0.3776, 1.4327], [3.8924, -0.8951, -0.1642], [4.1516, -2.1967, -0.4818], [3.5799, -0.1963, -1.3017], [5.2081, -0.2537, 0.4174], [5.0960, 1.1070, 0.4324], [6.1918, -0.6136, -0.4712], [5.6827, -0.7299, 1.8315], [7.0165, -0.4992, 1.9448], [5.0235, -0.0437, 2.7997], [5.4341, -2.0512, 1.9732], [-2.4299, -2.6383, -3.5602], [-4.6283, -5.4982, 1.7405], [-4.8992, -4.0735, 1.7207], [-6.3222, -3.7844, 1.2681], [-0.0807, -5.7704, 3.0848], [0.1009, -5.3759, 1.3655], [0.2297, -4.1075, 2.5845], [-2.0305, -3.7147, 2.2973], [-2.3389, -5.3371, 2.9512], [-5.1646, -5.7245, -0.9480], [-3.8963, -6.8513, -1.4099], [-2.4804, -4.4538, -1.3131], [-3.1285, -5.1593, -2.7638], [-4.7496, -3.1421, -1.1245], [-5.1388, -3.8428, -2.6865], [-4.0512, 1.4743, -1.6297], [-2.5012, 2.0081, -2.3068], [-1.2388, 1.2044, -0.4817], [-2.5047, 0.1850, 0.1506], [-2.3751, 3.2355, 0.1002], [-2.1846, 2.2311, 1.5234], [-4.3177, 3.1808, 1.6669], [-4.7020, 2.9377, -0.0152], [-4.3397, 0.3086, 1.2333], [-5.3422, 1.3066, 2.2667], [-6.2152, 1.6085, -0.3639], [-6.0783, 0.0171, -0.0774], [-4.1677, -3.5567, 1.0929], [-4.7477, -3.7196, 2.7409], [-6.6671, -4.5468, 0.5692], [-7.0032, -3.7333, 2.1179], [-6.3776, -2.8205, 0.7554], [9.7422, 5.1069, 1.8371], [8.7650, 5.0454, 1.1195], [8.6370, 5.9049, -0.0829], [7.5677, 5.8350, -0.8703], [6.4565, 4.8950, -0.5778], [5.4805, 4.8279, -1.2926], [6.5844, 4.0358, 0.6280], [7.6548, 4.1048, 1.4143], [9.4604, 6.5787, -0.2789], [7.4539, 6.4482, -1.7548], [5.7621, 3.3622, 0.8220], [7.7730, 3.4885, 2.2968], [3.6013, 0.2782, -9.1081], [2.4358, 0.3816, -8.7948], [1.4292, 0.9270, -9.7428], [0.1491, 1.0426, -9.4007], [-0.3286, 0.6302, -8.0562], [-1.4955, 0.7328, -7.7437], [0.6768, 0.0863, -7.1097], [1.9571, -0.0306, -7.4503], [1.8023, 1.2195, -10.7159], [-0.6024, 1.4366, -10.0729], [0.3056, -0.2079, -6.1367], [2.7064, -0.4266, -6.7766], [11.1788, 5.2229, -2.1855], [12.2460, 5.3348, -1.6186], [12.4690, 4.7501, -0.2730], [13.6371, 4.8802, 0.3498], [14.7677, 5.6116, -0.2764], [15.8332, 5.7292, 0.2875], [14.5436, 6.1952, -1.6252], [13.3751, 6.0665, -2.2471], [11.6316, 4.2253, 0.1673], [13.8224, 4.4664, 1.3326], [15.3821, 6.7237, -2.0603], [13.1864, 6.4819, -3.2289], [-7.7341, 7.3251, 2.7600], [-7.6955, 6.1190, 2.8688], [-7.9049, 5.2296, 1.6981], [-7.8631, 3.9055, 1.8213], [-7.6044, 3.2615, 3.1342], [-7.5598, 2.0556, 3.2285], [-7.3934, 4.1500, 4.3060], [-7.4356, 5.4738, 4.1828], [-8.0916, 5.7236, 0.7530], [-8.0109, 3.2285, 0.9892], [-7.2041, 3.6581, 5.2517], [-7.2850, 6.1440, 5.0195], [-4.7943, -2.6907, 4.6700], [-4.9753, -3.3929, 5.6447], [-5.7355, -2.8873, 6.8135], [-5.9363, -3.6509, 7.8838], [-5.4123, -5.0397, 7.9507], [-5.5962, -5.7348, 8.9246], [-4.6562, -5.5452, 6.7746], [-4.4546, -4.7812, 5.7049], [-6.1067, -1.8735, 6.7315], [-6.4861, -3.3082, 8.7510], [-4.2893, -6.5612, 6.8440], [-3.9138, -5.1306, 4.8345]],
  "forces_ev_per_a": [[-0.15, 0.18, 0.04], [0.44, -0.25, -0.14], [-0.36, 0.34, 0.18], [0.33, -1.13, 0.15], [-0.26, 0.75, -0.03], [0.10, 0.28, -0.28], [0.03, 0.29, -0.10], [0.11, -0.22, -0.12], [-0.61, 0.53, -0.48], [0.76, -0.48, 0.65], [-0.45, 0.24, -0.56], [-0.02, -0.06, -0.36], [0.30, 0.11, -0.02], [-0.24, 0.11, 0.07], [0.27, 0.03, 0.28], [-0.32, 0.00, -0.17], [0.14, 0.05, 0.05], [0.27, -0.49, 0.73], [-0.62, 0.00, -0.56], [0.32, 0.00, -0.57], [0.19, 0.73, -0.32], [-0.19, -0.18, 0.60], [0.63, -0.19, -0.22], [0.04, -0.85, -0.29], [-0.92, 0.33, 0.29], [0.18, -0.43, 0.27], [0.78, 0.21, 0.09], [-0.94, 0.72, -0.38], [-0.55, 0.07, 0.38], [0.62, 0.21, -0.67], [0.10, -0.70, 0.72], [-0.03, 0.44, 0.73], [-0.03, 0.95, -0.73], [-0.17, -1.08, -0.37], [-0.08, -0.34, -0.42], [-0.14, 1.25, 0.17], [0.43, -0.58, 0.82], [0.63, 0.21, -0.68], [0.15, -1.20, -0.12], [-0.83, 0.48, 0.73], [0.10, 0.03, 0.38], [-1.47, -0.27, 0.08], [0.81, -0.79, -0.82], [0.42, 1.11, 0.04], [0.69, -0.06, 0.81], [0.01, 0.37, -0.04], [-0.03, 0.05, 0.16], [0.02, 0.09, -0.06], [0.04, -0.05, -0.09], [0.00, -0.02, 0.03], [0.05, -0.01, 0.01], [-0.08, -0.04, -0.03], [-0.09, 0.05, 0.02], [0.01, -0.16, 0.09], [-0.06, -0.02, 0.03], [-0.04, -0.05, -0.02], [0.02, -0.10, 0.08], [-0.04, -0.04, 0.01], [-0.10, 0.07, 0.09], [0.04, -0.02, 0.03], [-0.10, 0.10, 0.09], [-0.09, -0.12, 0.00], [-0.13, 0.05, -0.02], [0.06, -0.02, 0.07], [0.01, -0.11, -0.08], [-0.02, 0.09, -0.14], [-0.05, -0.08, -0.03], [0.12, 0.09, 0.04], [-0.02, -0.13, -0.02], [0.01, -0.02, -0.05], [-0.02, -0.01, -0.02], [-0.01, -0.14, -0.11], [0.05, -0.01, -0.18], [-0.03, 0.00, 0.04], [-0.03, -0.17, -0.08], [0.04, -0.02, 0.08], [0.02, -0.03, -0.03], [-0.01, 0.01, 0.00], [-0.04, 0.01, -0.01], [0.01, 0.00, 0.02], [0.01, 0.00, 0.00], [-0.01, 0.00, 0.00], [0.06, 0.04, 0.03], [-0.02, -0.01, -0.02], [0.01, -0.01, 0.00], [-0.01, -0.01, -0.01], [-0.03, 0.01, -0.01], [0.01, 0.01, 0.01], [0.00, 0.00, -0.01], [-0.01, 0.00, 0.01], [-0.03, 0.00, 0.01], [0.02, 0.00, -0.01], [0.01, 0.00, 0.00], [-0.01, 0.00, 0.00], [0.02, -0.01, 0.02], [-0.02, 0.00, 0.00], [0.02, 0.00, 0.00], [-0.01, 0.00, 0.01], [-0.01, 0.01, 0.00], [0.01, 0.00, -0.01], [-0.02, 0.02, 0.03], [0.02, -0.01, -0.01], [0.02, -0.01, 0.01], [-0.01, 0.00, -0.02], [-0.01, 0.00, -0.01], [0.00, 0.00, 0.00], [-0.03, 0.00, -0.01], [0.03, 0.00, 0.01], [-0.01, 0.02, 0.01], [0.01, 0.01, 0.00], [0.01, 0.00, 0.02], [-0.02, -0.01, 0.00], [0.00, 0.01, 0.00], [0.00, -0.02, 0.01], [0.01, -0.03, 0.00], [-0.02, 0.08, -0.03], [0.02, -0.01, -0.14], [-0.02, -0.02, 0.24], [0.01, 0.01, 0.01], [0.00, -0.03, -0.02], [0.00, 0.02, 0.01], [0.01, -0.04, 0.02], [-0.01, -0.02, -0.01], [0.00, 0.02, -0.01], [0.05, 0.00, 0.10], [-0.04, 0.03, -0.03], [0.02, -0.04, 0.02], [-0.02, 0.05, 0.00], [0.02, -0.01, -0.04], [0.00, 0.00, 0.02], [0.00, 0.02, -0.01], [-0.01, 0.01, 0.02], [0.00, 0.00, 0.01], [0.00, -0.02, 0.01], [-0.01, -0.01, 0.01], [-0.01, -0.01, -0.03]],
  "lowdin_charge": [-0.048, -0.243, -0.235, 0.481, -0.266, -0.182, -0.212, -0.046, -0.473, 0.302, -0.476, -0.045, -0.204, -0.199, -0.197, -0.258, 0.011, 0.321, -0.430, -0.258, 0.129, 0.101, -0.320, 0.147, 0.138, -0.260, 0.143, 0.148, -0.291, 0.135, 0.144, -0.292, 0.149, 0.135, -0.299, 0.149, 0.152, -0.289, 0.135, 0.144, -0.476, 0.165, 0.161, 0.171, 0.331, -0.212, -0.258, -0.053, 0.075, 0.080, 0.066, 0.115, 0.100, 0.092, 0.096, 0.095, 0.119, 0.096, 0.130, 0.100, 0.127, 0.101, 0.107, 0.115, 0.113, 0.102, 0.098, 0.098, 0.082, 0.047, 0.050, 0.102, 0.081, 0.076, 0.078, 0.068, 0.091, -0.384, 0.015, 0.028, -0.380, 0.110, 0.023, 0.025, 0.118, 0.125, 0.103, 0.122, 0.108, -0.385, 0.020, 0.019, -0.384, 0.105, 0.024, 0.028, 0.121, 0.121, 0.106, 0.124, 0.095, -0.383, 0.021, 0.028, -0.385, 0.109, 0.021, 0.019, 0.109, 0.125, 0.122, 0.121, 0.105, -0.388, 0.020, 0.018, -0.388, 0.099, 0.021, 0.020, 0.121, 0.115, 0.120, 0.121, 0.087, -0.372, 0.023, 0.024, -0.383, 0.113, 0.031, 0.029, 0.123, 0.123, 0.126, 0.109]
}